i) DFT (wB97M-V/def2-TZVPD) results for a 11-piece molecular cluster, C9H40N18O11 overall.

Structure (XYZ):
```
78
C9H40N18O11 (wB97M-V/def2-TZVPD)
N 0.4638 -3.5304 -0.0327
C 1.6445 -3.9652 -0.5582
N 1.3913 -4.8270 -1.6138
O 2.7666 -3.6778 -0.1977
H -0.3679 -3.7992 -0.5179
H 0.5410 -3.0211 0.8327
H 0.8000 -4.4221 -2.3213
H 2.1280 -5.4419 -1.9137
N -2.5922 -2.2403 -0.1361
C -3.7008 -1.4728 -0.3517
N -4.8172 -2.1254 -0.7188
O -3.7651 -0.3060 0.0184
H -2.5718 -3.1689 -0.5115
H -1.8974 -1.7681 0.4239
H -5.6665 -1.5940 -0.6350
H -4.8851 -3.1257 -0.6571
N 3.4542 0.1026 -1.0734
C 4.4213 0.8533 -1.6525
N 5.6259 0.2400 -1.5713
O 4.1547 1.8605 -2.2991
H 2.4755 0.3240 -1.1111
H 3.7277 -0.7369 -0.5995
H 6.3995 0.8020 -1.8881
H 5.8257 -0.6972 -1.2845
N -2.2460 1.0827 -2.7287
C -2.9003 1.1114 -3.9216
N -2.6339 2.2880 -4.5212
O -3.6304 0.2102 -4.3190
H -2.3318 0.2767 -2.1337
H -1.6416 1.8350 -2.4564
H -3.0697 2.6953 -5.3296
H -1.8081 2.8034 -4.2637
N -1.0837 -1.1883 5.1632
C -1.8919 -0.3990 4.4351
N -1.6366 -0.2662 3.0987
O -2.8998 0.1418 4.9032
H -1.1198 -0.9146 6.1304
H -0.3473 -1.6831 4.6868
H -2.3076 0.2491 2.5586
H -0.7725 -0.5929 2.7001
N 1.1774 2.7833 -2.4073
C 0.4152 3.4581 -3.3190
N -0.7354 3.9512 -2.8229
O 0.8899 3.7538 -4.4128
H 0.6995 2.3587 -1.6159
H 2.1815 2.8695 -2.4287
H -1.2273 4.6683 -3.3284
H -0.7659 3.9576 -1.8171
N 2.8319 -3.6049 2.6139
C 2.0459 -2.5083 2.6769
N 2.0729 -1.8696 1.4887
O 1.2476 -2.2132 3.5671
H 2.7331 -4.1397 3.4651
H 3.4589 -3.8133 1.8640
H 1.2824 -1.2831 1.2488
H 2.7836 -2.1863 0.8591
N 1.9158 0.7832 3.3447
C 1.6036 1.6767 2.3874
N 1.1378 2.8902 2.7482
O 1.8315 1.4400 1.1931
H 1.9312 -0.1796 3.0479
H 1.7267 1.0532 4.2949
H 0.9193 3.1732 3.6878
H 0.9788 3.5764 2.0369
N -1.2974 3.8782 0.9984
C -1.3241 2.5832 0.5760
N -2.5096 2.0536 1.0313
O -0.7318 2.1513 -0.4135
H -1.8330 4.0823 1.8195
H -0.4468 4.3141 0.6700
H -2.9093 2.5091 1.8279
H -2.8420 1.2021 0.5913
O -0.4167 -0.5006 0.1722
H -0.1509 0.4436 0.1482
H -0.0945 -0.8523 -0.6675
O -0.4586 -1.2275 -2.6369
H -0.4480 -2.1875 -2.6748
H -0.9080 -0.9568 -3.4467
```

Net charge ... 0
LUMO energy ... -0.15 eV
Orbital gap ... 8.861 eV
Structure (SMILES) ... NC(N)=O.NC(N)=O.NC(N)=O.NC(N)=O.NC(N)=O.NC(N)=O.NC(N)=O.NC(N)=O.NC(N)=O.O.O

Calculated atomic charges, method Mulliken, unit e:
1 N -0.078
2 C 0.460
3 N -0.495
4 O -0.695
5 H 0.182
6 H 0.051
7 H 0.166
8 H 0.234
9 N -0.182
10 C 0.567
11 N -0.457
12 O -0.744
13 H 0.177
14 H -0.174
15 H 0.275
16 H 0.171
17 N -0.006
18 C 0.591
19 N -0.393
20 O -0.677
21 H -0.063
22 H 0.110
23 H 0.231
24 H 0.137
25 N -0.126
26 C 0.518
27 N -0.322
28 O -0.693
29 H -0.249
30 H 0.474
31 H 0.184
32 H 0.119
33 N -0.372
34 C 0.435
35 N 0.038
36 O -0.731
37 H 0.219
38 H 0.375
39 H 0.072
40 H 0.002
41 N -0.139
42 C 0.633
43 N -0.430
44 O -0.720
45 H 0.307
46 H 0.193
47 H 0.222
48 H 0.013
49 N -0.344
50 C 0.462
51 N 0.046
52 O -0.722
53 H 0.266
54 H 0.197
55 H 0.038
56 H 0.189
57 N -0.284
58 C 0.500
59 N -0.333
60 O -0.528
61 H 0.007
62 H 0.190
63 H 0.159
64 H 0.202
65 N -0.439
66 C 0.318
67 N -0.320
68 O -0.206
69 H 0.174
70 H 0.298
71 H 0.200
72 H 0.222
73 O 1.809
74 H -1.033
75 H -0.337
76 O -0.541
77 H 0.102
78 H 0.299

***

ii) DFT (wB97M-V/def2-TZVPD) results for a 11-piece molecular cluster, C9H40N18O11 overall.

Structure (XYZ):
```
78
C9H40N18O11 (wB97M-V/def2-TZVPD)
N 11.6308 15.9322 -22.6138
C 11.5089 16.0883 -21.3406
N 10.9781 15.0824 -20.6407
O 12.0058 17.0384 -20.7526
H 11.7499 14.9816 -22.9336
H 11.6530 16.6529 -23.3209
H 10.9585 15.1729 -19.6349
H 10.3656 14.3675 -21.0065
N 5.5022 8.2220 -15.1264
C 6.2445 9.0365 -15.7601
N 5.7498 9.3414 -16.9462
O 7.4173 9.2433 -15.4660
H 5.9632 7.7188 -14.3818
H 4.6279 7.9437 -15.5484
H 4.8280 9.0488 -17.2373
H 6.3819 9.6829 -17.6561
N 14.9664 8.6360 -15.9225
C 14.5310 7.7749 -15.0126
N 14.7816 6.5616 -15.5015
O 14.1655 8.0427 -13.8766
H 15.4313 8.2472 -16.7305
H 15.0375 9.6103 -15.6658
H 15.1173 6.5929 -16.4535
H 14.7066 5.6921 -14.9930
N 10.1641 7.6722 -11.5393
C 9.2319 6.9028 -11.1059
N 9.6484 5.6417 -10.8724
O 8.1281 7.3732 -10.7732
H 11.0874 7.3349 -11.7710
H 9.8543 8.5566 -11.9161
H 8.8733 5.1454 -10.4566
H 10.4280 5.1242 -11.2526
N 11.7115 12.7451 -10.3508
C 11.6598 12.7467 -9.0334
N 10.5130 13.2310 -8.5785
O 12.5641 12.2628 -8.3181
H 12.4328 12.3814 -10.9571
H 10.9433 13.2488 -10.7708
H 9.7530 13.4489 -9.2070
H 10.5622 13.5146 -7.6104
N 11.3494 15.8829 -14.1671
C 10.4229 16.7014 -14.5361
N 10.3617 17.6128 -13.6139
O 9.8085 16.6603 -15.5404
H 11.8676 16.1051 -13.3291
H 11.6256 15.0722 -14.7024
H 10.7492 17.4304 -12.6992
H 10.0332 18.5305 -13.8784
N 17.9137 12.8950 -13.1537
C 16.6952 13.2801 -13.3871
N 16.5881 14.5335 -13.0749
O 15.8097 12.6502 -14.0047
H 18.3442 12.0461 -13.4916
H 18.3938 13.4340 -12.4472
H 15.7482 15.0880 -13.1602
H 17.3289 14.9164 -12.5052
N 6.6574 13.5966 -17.5653
C 5.8038 14.3679 -18.1529
N 6.2934 15.5307 -18.1038
O 4.6346 14.0744 -18.5235
H 7.5303 13.8449 -17.1221
H 6.2813 12.6676 -17.4403
H 5.7902 16.1958 -18.6734
H 7.2302 15.6970 -17.7649
N 15.9415 13.6426 -17.9900
C 16.9630 13.1611 -18.7025
N 17.7303 12.5497 -17.9039
O 17.1060 13.3300 -19.8940
H 15.1708 14.0298 -18.5156
H 15.7420 13.5519 -17.0040
H 17.5128 12.7692 -16.9423
H 18.6922 12.3403 -18.1297
O 11.5854 11.7657 -16.3328
H 12.1757 11.2030 -16.8340
H 11.5282 11.3484 -15.4733
O 9.6640 10.0261 -19.0648
H 9.8938 9.1384 -18.7900
H 10.0025 10.5882 -18.3680
```

Net charge ... 0
LUMO energy ... -0.27 eV
Orbital gap ... 8.963 eV
Structure (SMILES) ... NC(N)=O.NC(N)=O.NC(N)=O.NC(N)=O.NC(N)=O.NC(N)=O.NC(N)=O.NC(N)=O.NC(N)=O.O.O

Calculated atomic charges, method Mulliken, unit e:
1 N -0.364
2 C 0.613
3 N -0.405
4 O -0.647
5 H 0.197
6 H 0.210
7 H 0.205
8 H 0.192
9 N -0.380
10 C 0.725
11 N -0.401
12 O -0.695
13 H 0.256
14 H 0.145
15 H 0.146
16 H 0.221
17 N -0.373
18 C 0.716
19 N -0.357
20 O -0.655
21 H 0.147
22 H 0.200
23 H 0.128
24 H 0.197
25 N -0.336
26 C 0.632
27 N -0.425
28 O -0.684
29 H 0.163
30 H 0.225
31 H 0.230
32 H 0.199
33 N -0.344
34 C 0.696
35 N -0.399
36 O -0.671
37 H 0.185
38 H 0.126
39 H 0.181
40 H 0.226
41 N -0.345
42 C 0.711
43 N -0.412
44 O -0.616
45 H 0.122
46 H 0.173
47 H 0.159
48 H 0.207
49 N -0.368
50 C 0.728
51 N -0.360
52 O -0.660
53 H 0.202
54 H 0.152
55 H 0.195
56 H 0.123
57 N -0.312
58 C 0.658
59 N -0.346
60 O -0.720
61 H 0.150
62 H 0.161
63 H 0.227
64 H 0.170
65 N -0.345
66 C 0.573
67 N -0.313
68 O -0.662
69 H 0.180
70 H 0.150
71 H 0.166
72 H 0.243
73 O -0.640
74 H 0.304
75 H 0.321
76 O -0.630
77 H 0.309
78 H 0.324

***

Which structure is the most stable? The one labeled i).

***

i) DFT (wB97M-V/def2-TZVPD) results for C3H4Br2O as an isolated structure.

Structure (XYZ):
```
10
C3H4Br2O (wB97M-V/def2-TZVPD)
C -0.6406 0.0591 0.6062
C -0.0051 0.1984 -0.8192
C -1.9219 0.0008 -0.2160
O -1.2885 -0.1341 -1.4332
Br -3.0366 -1.6076 0.0554
Br -2.9948 1.5637 0.0544
H -0.6358 -0.8348 1.2139
H -0.5829 0.9825 1.1326
H 0.1638 1.3357 -0.9793
H 0.9216 -0.2270 -1.2524
```

Net charge ... 0
LUMO energy ... 0.61 eV
Orbital gap ... 10.751 eV

Calculated atomic charges, method Mulliken, unit e:
1 C -0.709
2 C -0.256
3 C 0.411
4 O -0.300
5 Br -0.152
6 Br -0.115
7 H 0.301
8 H 0.333
9 H 0.192
10 H 0.294

***

ii) DFT (wB97M-V/def2-TZVPD) results for a 2-piece molecular cluster, C3H4Br2O overall.

Structure (XYZ):
```
10
C3H4Br2O (wB97M-V/def2-TZVPD)
C 0.7890 -1.1117 0.0153
C -0.3405 -0.2178 -0.2435
C -0.3118 1.3133 -0.0293
O 0.2462 -0.9021 -1.3103
Br 2.5612 -0.6346 0.3534
Br -2.0990 -0.9872 0.4127
H 0.2740 -2.5882 0.7758
H -0.4310 1.5349 0.9689
H -1.2498 1.6954 -0.4482
H 0.5617 1.8981 -0.4948
```

Net charge ... 0
LUMO energy ... -0.20 eV
Orbital gap ... 9.983 eV

Calculated atomic charges, method Mulliken, unit e:
1 C -0.286
2 C 0.726
3 C -1.163
4 O -0.340
5 Br -0.070
6 Br -0.193
7 H 0.234
8 H 0.379
9 H 0.357
10 H 0.357

***

Which structure is the most stable? The one labeled i).